Here is a molecular structure, C25H45NP2SV at a distorted geometry from the Open Molecules 2025 dataset. Energies are from ωB97M-V/def2-TZVPD.

## Properties
charge = +2
2S+1 = 2
energy relative to the best compared isomer or geometry (same formula, charge and spin) = 4.889 eV
orbital gap (spin up / spin down) = 0.188 / 0.156 Eh
LUMO (spin up / spin down) = -8.168 / -8.999 eV
highest occupied orbital energy (spin up / spin down) = -13.28 / -13.24 eV
max |F| = 5.87 eV/Å

Each line ends with the Mulliken spin population.
Element x y z (Å)
V -0.6499 -0.1923 -0.7566  0.0137
C -2.0994 1.6183 0.3206  -0.0074
C -2.8723 0.8056 -0.5745  -0.0021
C -2.1719 -0.5214 1.2071  0.0158
C -1.7256 0.8222 1.4429  0.0062
C -2.8810 -0.5489 -0.0373  -0.0269
C -1.9227 3.0958 0.2493  0.0049
H -1.7305 3.4266 -0.7800  0.0002
H -1.0652 3.4340 0.8532  0.0007
H -2.8178 3.6230 0.6216  -0.0010
C -1.2559 1.3447 2.7513  -0.0012
H -0.8784 2.3697 2.6655  -0.0001
H -0.4634 0.7298 3.1958  0.0002
H -2.0905 1.3874 3.4715  -0.0004
C -1.9895 -1.6468 2.1529  0.0474
H -2.9519 -2.1146 2.3941  0.0044
H -1.4996 -1.3547 3.0986  -0.0058
H -1.3633 -2.4362 1.6918  0.0317
C -3.6629 -1.6911 -0.5681  -0.0025
H -4.5467 -1.3665 -1.1361  0.0004
H -3.9922 -2.3637 0.2366  0.0003
H -3.0302 -2.2777 -1.2453  0.0005
C -3.8424 1.3548 -1.5697  -0.0081
H -4.7495 1.7958 -1.0997  0.0003
H -4.1891 0.5644 -2.2500  -0.0002
H -3.3637 2.1526 -2.1630  -0.0004
C 1.6312 0.6473 -1.1458  -0.0094
C 0.3380 1.3028 -1.3890  0.0134
C -0.2362 1.4529 -2.7714  0.0035
C -1.1437 0.2962 -3.2423  -0.0013
C -1.0233 -0.9757 -2.4476  -0.0027
C 0.2807 -1.5379 -2.0996  0.0631
C 1.5234 -1.1671 -2.8993  0.0016
C 2.3986 -0.1753 -2.1081  -0.0063
H 0.5682 1.6081 -3.5009  0.0022
H -0.9508 0.1041 -4.3102  0.0007
H -0.8110 2.3880 -2.8020  0.0012
H 2.9617 0.4534 -2.8176  0.0002
H 2.3132 1.2796 -0.5567  0.0132
H 0.2436 2.2036 -0.7702  -0.0058
H 3.1976 -0.7198 -1.5785  -0.0024
H 2.1381 -2.0552 -3.1354  0.0001
H 0.2581 -2.6278 -1.9253  -0.0169
H 1.2840 -0.7334 -3.8862  -0.0011
H -2.1956 0.6023 -3.2135  -0.0016
H -1.8192 -1.7023 -2.6041  -0.0019
P 2.3295 2.9187 1.0823  0.0182
C 1.9118 3.1079 2.8519  -0.0009
H 2.6978 3.6818 3.3514  0.0002
H 1.8157 2.1072 3.2928  0.0002
H 0.9486 3.6225 2.9359  0.0002
C 4.0940 2.4440 1.1403  0.0010
H 4.7105 3.3181 0.9076  -0.0004
H 4.2650 1.6559 0.3956  0.0003
H 4.3354 2.0356 2.1282  0.0005
C 2.3512 4.5959 0.3769  0.0028
H 2.1866 4.4967 -0.7046  0.0002
H 3.3242 5.0522 0.5728  0.0009
H 1.5311 5.1829 0.8032  -0.0001
P 0.5027 -3.5149 0.6976  0.4537
C -0.2426 -4.9473 -0.1551  0.0799
H 0.5507 -5.5242 -0.6582  0.0200
H -0.9681 -4.5684 -0.8972  -0.0001
H -0.7818 -5.5704 0.5768  -0.0002
C 2.1261 -3.3724 -0.1151  0.0457
H 2.1595 -2.4730 -0.7299  -0.0142
H 2.2848 -4.2444 -0.7448  0.0055
H 2.8997 -3.3007 0.6437  0.0002
C 0.9709 -4.1461 2.3578  0.0600
H 1.0821 -5.2394 2.3008  0.0219
H 0.1768 -3.8765 3.0728  0.0008
H 1.8991 -3.6469 2.6718  -0.0056
S 1.1792 -0.6185 0.7989  0.1516
C 1.1927 -0.8429 2.4580  0.0088
N 1.3159 -0.9882 3.6193  0.0287

Here is a molecular structure, C25H45NP2Y at a distorted geometry from the Open Molecules 2025 dataset. Energies are from ωB97M-V/def2-TZVPD.

## Properties
charge = +1
energy relative to the best compared isomer or geometry (same formula, charge and spin) = 4.272 eV
orbital gap = 0.170 Eh
LUMO = -5.277 eV
highest occupied orbital energy = -9.92 eV
max |F| = 11.99 eV/Å

Each line ends with the Mulliken charge.
Element x y z (Å)
Y 0.7177 -0.1393 -1.9061  -0.8928
C 2.2835 1.7097 -0.6621  0.2220
C 1.7884 2.2107 -1.9106  0.7950
C 0.1111 2.3969 -0.2975  1.0827
C 1.2545 1.8688 0.3304  0.6430
C 0.4116 2.5839 -1.6879  0.0428
C 3.6008 1.0585 -0.4367  -1.5233
H 4.0273 0.6429 -1.3714  0.2946
H 3.5224 0.2230 0.2933  0.2496
H 4.3434 1.7756 -0.0309  0.3836
C 1.3727 1.5896 1.7844  -1.3506
H 2.4209 1.4618 2.0694  0.4921
H 0.8090 0.6926 2.0872  0.0202
H 0.9740 2.4331 2.3646  0.3450
C -1.1257 2.7907 0.4064  -1.3518
H -0.8858 3.5168 1.2000  0.3176
H -1.6148 1.9318 0.8890  0.1094
H -1.8579 3.2495 -0.2718  0.3880
C -0.5604 3.1215 -2.6698  -1.4557
H -0.0662 3.5053 -3.5817  0.2993
H -1.1789 3.9099 -2.2073  0.5052
H -1.2709 2.3321 -2.9845  0.0967
C 2.5568 2.2148 -3.1895  -1.1134
H 3.4118 2.9128 -3.1854  0.4137
H 1.9256 2.4669 -4.0487  0.2695
H 2.9908 1.2203 -3.3905  0.1871
C 0.8621 -2.4530 -2.0783  -0.0583
C 2.0381 -1.8939 -2.5656  0.3348
C 2.3036 -1.6542 -4.0553  -1.1279
C 1.2232 -0.8794 -4.8581  -1.1911
C 0.2079 -0.0377 -4.1100  0.3635
C -0.8773 -0.5959 -3.4214  0.0297
C -1.2194 -2.0539 -3.6647  -1.0844
C -0.2591 -3.0501 -2.9461  -1.0123
H 2.4670 -2.6148 -4.5676  0.5176
H 0.6854 -1.5494 -5.5429  0.4613
H 3.2661 -1.1296 -4.1661  0.4188
H 0.1757 -3.7385 -3.6990  0.3584
H 0.7739 -2.6375 -0.9793  0.3925
H 2.9533 -1.8966 -1.9438  0.7435
H -0.8563 -3.7119 -2.2806  0.3950
H -2.2601 -2.2655 -3.3636  0.1842
H -1.7024 0.0142 -3.0024  0.4194
H -1.2610 -2.2651 -4.7486  0.4160
H 1.7263 -0.2088 -5.5732  0.4168
H 0.1466 1.0183 -4.4178  0.7035
P 2.2685 -2.8309 2.0859  0.6044
C 2.3583 -1.6074 3.4542  -1.1572
H 2.5256 -2.0923 4.4282  0.4488
H 1.4232 -1.0223 3.4627  0.2816
H 3.1583 -0.8776 3.2360  0.2834
C 0.6770 -3.6847 2.4242  -1.0791
H 0.6487 -4.0930 3.4536  0.4087
H 0.5669 -4.5021 1.6870  0.2962
H -0.1739 -3.0020 2.2390  0.1509
C 3.6317 -4.0388 2.2016  -1.1622
H 3.5328 -4.7743 1.3762  0.3131
H 3.6429 -4.5304 3.1829  0.3683
H 4.5813 -3.5079 1.9905  0.3344
P -4.0788 0.0084 -0.5487  0.8634
C -5.5227 0.6956 -1.4578  -1.2679
H -6.4316 0.0703 -1.5074  0.3807
H -5.1386 0.8164 -2.4826  0.3026
H -5.7571 1.6875 -1.0625  0.3301
C -4.4109 -1.7815 -0.6430  -1.2229
H -4.0269 -2.1862 -1.5909  0.1834
H -5.5052 -1.8792 -0.5981  0.4675
H -3.9274 -2.3251 0.1759  0.3223
C -4.4182 0.3452 1.2141  -1.2959
H -5.3515 -0.1397 1.5223  0.4369
H -4.4907 1.4328 1.3283  0.3247
H -3.5841 -0.0147 1.8378  0.2800
N -1.5459 -1.1109 0.8626  -0.6692
C -0.8333 -0.7940 -0.0491  0.3228

Here is 11 unconnected molecules or ions with the total composition C25H46Br20FNSi at a distorted geometry from the Open Molecules 2025 dataset. Energies are from ωB97M-V/def2-TZVPD.

## Properties
charge = 0
orbital gap = 0.349 Eh
LUMO = 0.132 eV
highest occupied orbital energy = -9.36 eV
max |F| = 1.26 eV/Å

Each line ends with the Mulliken charge.
Element x y z (Å)
F -7.3541 3.0141 -1.6782  -0.2805
Si -6.5597 3.2259 -3.0612  0.4062
C -5.4633 1.7481 -3.4642  0.4838
C -6.0670 0.5070 -3.6298  -0.3711
C -5.2496 -0.5739 -3.9692  -0.8539
C -3.9049 -0.2967 -4.1100  -0.0480
C -3.3685 0.9592 -3.8822  -0.7676
N -4.1471 1.9971 -3.5641  -0.4653
H -5.7548 4.4542 -2.9678  -0.1054
H -7.5716 3.3278 -4.1322  -0.1359
H -7.1351 0.3700 -3.5319  0.3866
H -5.6440 -1.5681 -4.1181  0.5417
H -3.2397 -1.0977 -4.4093  0.5390
H -2.3116 1.1602 -3.9920  0.6350
Br -4.5335 -3.0521 -6.7108  -0.1452
C -5.0310 -1.4565 -7.7086  -0.5059
C -3.8977 -0.9613 -8.5667  -0.6381
Br -2.5477 -0.0498 -7.5070  -0.0843
H -5.3588 -0.7199 -6.9807  0.2496
H -5.8736 -1.7567 -8.3275  0.4007
H -4.2559 -0.2194 -9.2771  0.3628
H -3.3931 -1.7591 -9.1018  0.3881
Br -3.1451 1.1263 -1.0492  -0.1404
C -2.5861 0.5028 0.7057  -0.3281
C -1.1532 0.8699 0.9707  -0.1901
Br 0.0754 -0.2932 -0.0081  -0.2308
H -2.7641 -0.5685 0.7379  0.4331
H -3.2335 1.0044 1.4263  0.0126
H -0.8999 0.7316 2.0199  0.0064
H -0.9203 1.8892 0.6801  0.4103
Br -2.5461 4.8602 1.1876  -0.1210
C -4.0510 4.5769 2.3884  -0.6888
C -3.6007 4.0358 3.7189  -0.4786
Br -3.1417 2.1501 3.5902  -0.1171
H -4.7408 3.9141 1.8752  0.3902
H -4.5120 5.5543 2.5120  0.3768
H -4.4061 4.0900 4.4479  0.3469
H -2.7257 4.5456 4.1098  0.3208
Br 1.1639 1.9825 3.9827  -0.0948
C 1.8779 0.2148 3.5875  -0.4211
C 1.2366 -0.8464 4.4389  -0.2137
Br 1.9329 -0.8296 6.2556  -0.1356
H 2.9536 0.2717 3.7192  0.5206
H 1.6529 0.0466 2.5361  -0.0407
H 1.4723 -1.8346 4.0521  0.1485
H 0.1592 -0.7320 4.5126  0.3351
Br 2.5113 -1.2600 -4.9892  -0.1698
C 2.7884 0.3371 -3.9087  -0.6137
C 1.4937 0.8571 -3.3474  -0.4637
Br 0.4799 1.7950 -4.7285  -0.1586
H 3.2962 1.0622 -4.5373  0.3751
H 3.4547 0.0249 -3.1074  0.3902
H 1.6775 1.5953 -2.5702  0.4025
H 0.8589 0.0720 -2.9516  0.2169
Br 3.4004 -2.4436 1.8487  -0.1083
C 2.2970 -3.5786 0.7162  -0.3737
C 1.9789 -4.8880 1.3854  -0.5706
Br 3.5038 -6.0940 1.3593  -0.1358
H 2.8322 -3.7025 -0.2195  0.4499
H 1.3852 -3.0100 0.5398  0.0148
H 1.1899 -5.4080 0.8468  0.3782
H 1.6902 -4.7709 2.4250  0.3461
Br 6.1916 -4.8480 3.8485  -0.0897
C 6.8845 -6.6147 3.4349  -0.6384
C 6.2240 -7.6799 4.2681  -0.5295
Br 6.8998 -7.6908 6.0921  -0.1420
H 7.9593 -6.5736 3.5776  0.4074
H 6.6649 -6.7694 2.3800  0.2959
H 6.4504 -8.6675 3.8719  0.3550
H 5.1481 -7.5525 4.3317  0.3309
Br 3.5550 4.6877 2.2283  -0.1257
C 2.4673 6.2842 2.4491  -0.5410
C 2.3164 6.6628 3.8983  -0.5627
Br 1.0462 5.5129 4.8211  -0.1323
H 1.5153 6.0865 1.9670  0.3033
H 2.9938 7.0667 1.9071  0.3474
H 1.9072 7.6669 3.9857  0.3261
H 3.2495 6.6034 4.4487  0.3668
Br 3.8906 -1.6309 9.3493  -0.1261
C 2.0449 -1.8160 9.9345  -0.5656
C 1.8841 -2.9374 10.9253  -0.5791
Br 1.9298 -4.6773 10.0563  -0.1347
H 1.4446 -1.9545 9.0407  0.2909
H 1.7930 -0.8632 10.3954  0.3448
H 0.9102 -2.8818 11.4065  0.3429
H 2.6621 -2.9436 11.6815  0.3840
Br 4.4366 1.5519 -8.5014  -0.1543
C 2.5473 2.0212 -8.4849  -0.5746
C 1.6873 0.8475 -8.1060  0.0900
Br 1.4992 -0.4166 -9.5740  -0.1404
H 2.3125 2.4172 -9.4674  0.4352
H 2.4546 2.8115 -7.7428  0.3067
H 0.6752 1.1746 -7.8786  0.1189
H 2.0866 0.2914 -7.2639  -0.0821